(1)
Here is C16H22MoN3O2SbSe4Si as an isolated structure in a non-equilibrium geometry from the Open Molecules 2025 dataset. Energies are from the ωB97M-V functional and the def2-TZVPD basis.

As for the spin multiplicity: 3.

CARTESIAN COORDINATES (ANGSTROEM)
Mo  -0.173  0.050  0.061
Se  4.324  1.283  2.198
Sb  3.320  0.014  0.473
Se  1.173  -1.197  1.506
Se  1.470  1.544  -0.689
Se  4.296  -1.429  -1.125
C  -0.155  -3.313  -3.101
Si  -0.479  -1.501  -2.932
C  1.062  -0.613  -3.365
C  -1.818  -0.888  -4.067
N  -0.967  -1.181  -1.237
C  -2.094  -1.828  -0.644
C  -3.013  -2.616  -1.347
C  -4.120  -3.165  -0.711
C  -4.360  -2.954  0.641
C  -3.458  -2.185  1.362
C  -2.353  -1.636  0.726
H  0.300  -3.497  -4.081
H  -1.036  -3.950  -3.013
H  0.566  -3.618  -2.336
H  1.327  -0.945  -4.378
H  1.897  -0.858  -2.703
H  0.938  0.469  -3.383
H  -1.445  -0.878  -5.098
H  -2.071  0.142  -3.798
H  -2.737  -1.478  -4.054
H  -2.873  -2.804  -2.400
H  -4.806  -3.771  -1.290
H  -5.224  -3.390  1.125
H  -3.603  -2.017  2.423
H  -1.663  -1.076  1.356
O  -7.475  -0.101  1.258
C  -6.818  0.550  0.192
N  -5.443  0.872  0.500
C  -5.071  2.118  0.897
O  -5.821  3.070  0.980
C  -3.601  2.284  1.185
C  -3.171  3.246  2.085
C  -1.823  3.339  2.373
C  -0.931  2.470  1.765
N  -1.350  1.557  0.880
C  -2.655  1.491  0.580
H  -7.620  0.539  1.963
H  -7.309  1.478  -0.085
H  -6.837  -0.142  -0.643
H  -4.812  0.096  0.646
H  -3.904  3.899  2.544
H  -1.446  4.069  3.075
H  0.129  2.487  1.972
H  -2.935  0.752  -0.157

---

(2)
Here is C12H11AuSSbSe4 as an isolated structure from the Open Molecules 2025 dataset. Energies are from the ωB97M-V functional and the def2-TZVPD basis.

As for the net charge: +1.

CARTESIAN COORDINATES (ANGSTROEM)
Au  0.900  0.325  1.097
C  -0.125  -1.550  2.048
C  -0.953  -1.907  0.964
C  -0.454  -2.664  -0.080
C  0.879  -3.069  -0.079
C  1.720  -2.695  0.954
C  1.232  -1.941  2.028
H  -0.568  -1.113  2.933
H  -1.997  -1.622  0.983
H  -1.107  -2.955  -0.891
H  1.259  -3.676  -0.889
H  2.756  -3.008  0.955
H  1.873  -1.744  2.878
S  0.655  1.103  -2.337
C  1.173  2.160  -3.675
C  0.256  2.303  -4.709
C  0.597  3.067  -5.816
C  1.834  3.690  -5.878
C  2.743  3.539  -4.839
C  2.422  2.765  -3.736
H  -0.716  1.830  -4.648
H  -0.113  3.183  -6.624
H  2.094  4.291  -6.739
H  3.712  4.016  -4.892
H  3.147  2.630  -2.944
Se  0.192  3.771  0.280
Sb  1.522  3.405  2.413
Se  3.725  4.125  2.032
Se  0.909  1.544  3.774
Se  1.630  1.979  -0.599

---

(3)
Here is C19H18AuN5O3 as an isolated structure in a non-equilibrium geometry from the Open Molecules 2025 dataset. Energies are from the ωB97M-V functional and the def2-TZVPD basis.

For the relative energy (zero: lowest compared OMol25 entry of this formula, charge and spin), the calculation gives 0.00 kcal/mol. As for the net charge: +2.

CARTESIAN COORDINATES (ANGSTROEM)
Au  0.044  -0.107  0.003
O  0.353  3.681  -1.378
C  0.540  2.624  -0.842
N  0.100  1.442  -1.353
C  -0.858  1.334  -2.431
C  -1.412  -0.050  -2.510
C  -2.324  -0.415  -3.487
C  -2.830  -1.704  -3.500
C  -2.365  -2.635  -2.575
C  -1.447  -2.222  -1.637
N  -1.013  -0.953  -1.591
C  1.282  2.461  0.454
C  1.919  3.533  1.043
C  2.554  3.342  2.264
C  2.578  2.072  2.828
C  1.937  1.038  2.171
N  1.280  1.250  1.028
H  -0.379  1.589  -3.384
H  -1.673  2.057  -2.307
H  -2.632  0.308  -4.230
H  -3.578  -1.988  -4.229
H  -2.703  -3.661  -2.582
H  -1.032  -2.907  -0.908
H  1.907  4.487  0.534
H  3.031  4.173  2.768
H  3.085  1.880  3.763
H  1.950  0.026  2.557
O  0.411  3.149  6.264
C  -0.950  2.821  6.320
N  -1.152  1.908  5.217
C  -2.384  1.476  4.861
O  -3.403  1.843  5.399
C  -2.423  0.494  3.718
C  -3.470  -0.419  3.650
C  -3.544  -1.289  2.574
C  -2.568  -1.225  1.597
N  -1.569  -0.338  1.657
C  -1.499  0.510  2.688
H  0.680  3.604  7.065
H  -1.607  3.687  6.189
H  -1.227  2.346  7.269
H  -0.308  1.505  4.849
H  -4.216  -0.428  4.435
H  -4.352  -2.001  2.487
H  -2.593  -1.889  0.743
H  -0.705  1.245  2.663

---

Energy list, top to bottom, in Eh: -11141.43207, -10843.49936, -1369.42650